(1)
Density functional theory data (the ωB97M-V functional and the def2-TZVPD basis) for a cluster of 11 separate species, C55H140Cl3N8O10 in total.

Output
**Highest occupied orbital energy**: -14.423 eV
**Total charge**: +5
**Electronic energy**: -4748.4527 hartree

The geometry in XYZ format:
```
216
Properties=species:S:1:pos:R:3:mulliken_charge:R:1
C 16.916 19.573 12.257 0.963
C 15.858 20.605 12.404 -0.802
O 14.898 20.666 11.667 -0.210
N 16.026 21.663 13.488 0.754
H 15.223 21.671 14.101 0.000
H 16.701 21.423 14.199 0.084
C 16.436 23.038 12.932 -0.561
H 17.853 19.969 12.650 -0.044
H 17.030 19.312 11.205 -0.300
H 16.531 18.834 12.959 -0.443
H 15.641 23.242 12.215 -0.084
H 17.423 22.880 12.499 0.270
H 16.316 23.801 13.701 0.447
C 9.421 13.446 13.170 -1.049
C 9.069 14.636 14.211 -0.476
N 9.740 15.985 14.037 0.213
C 9.652 16.452 12.568 -0.874
C 9.135 17.008 15.040 -0.250
C 8.914 16.634 16.568 -1.186
C 11.259 15.786 14.518 -0.651
C 12.200 17.029 14.648 -1.027
O 12.252 17.852 13.443 0.621
C 12.584 19.224 13.687 -0.684
H 10.486 13.212 13.169 0.109
H 9.122 13.689 12.151 0.316
H 9.006 12.444 13.282 0.430
H 9.172 14.313 15.246 0.427
H 8.010 14.808 14.015 0.480
H 10.364 15.789 12.077 0.447
H 9.940 17.502 12.518 0.105
H 8.626 16.270 12.247 0.469
H 8.159 17.222 14.605 0.558
H 9.738 17.868 14.747 0.219
H 8.628 15.615 16.827 0.277
H 8.140 17.275 16.991 0.415
H 9.828 16.902 17.098 0.373
H 11.672 15.076 13.802 0.274
H 11.341 15.363 15.519 0.473
H 13.187 16.758 15.023 0.239
H 11.949 17.579 15.555 0.515
H 13.554 19.426 14.142 0.278
H 11.813 19.698 14.294 0.575
H 12.739 19.761 12.751 -0.629
C 20.526 21.061 15.198 -0.411
C 20.580 20.247 16.488 -0.617
N 21.789 19.241 16.597 0.253
C 23.186 19.947 16.622 -1.087
C 21.583 18.531 17.999 -0.344
C 21.998 19.370 19.291 -1.179
C 21.805 18.225 15.412 -1.445
C 20.603 17.392 15.075 0.389
O 20.156 16.560 16.172 -0.454
C 19.108 15.760 15.770 -0.600
H 20.301 20.521 14.278 -0.415
H 21.445 21.629 15.052 0.291
H 19.698 21.764 15.290 0.392
H 19.620 19.751 16.636 0.325
H 20.706 20.903 17.348 0.514
H 23.555 20.125 15.612 0.368
H 24.030 19.316 16.899 0.408
H 23.191 20.913 17.127 0.416
H 22.322 17.738 17.879 0.381
H 20.555 18.174 18.059 0.392
H 21.578 20.370 19.392 0.358
H 23.064 19.601 19.291 0.377
H 21.670 18.764 20.135 0.379
H 22.633 17.550 15.630 0.626
H 22.208 18.627 14.482 0.371
H 20.848 16.793 14.198 0.246
H 19.757 18.043 14.850 0.112
H 19.472 15.169 14.929 0.323
H 18.252 16.291 15.354 0.141
H 18.741 15.066 16.526 0.399
C 21.987 20.247 11.255 -1.220
C 20.665 19.513 10.811 0.584
N 20.649 18.986 9.350 0.527
C 21.053 20.157 8.387 -1.144
C 21.789 17.866 9.182 -0.440
C 21.896 17.229 7.773 -1.240
C 19.250 18.354 8.992 -1.357
C 18.778 17.013 9.786 -0.618
O 18.659 17.306 11.121 0.711
C 18.837 16.183 12.001 -0.467
H 22.837 19.565 11.275 0.467
H 21.867 20.659 12.256 0.264
H 22.252 21.166 10.733 -0.006
H 19.772 20.127 10.931 0.141
H 20.440 18.666 11.459 -0.307
H 20.860 19.923 7.340 0.487
H 22.121 20.377 8.396 0.486
H 20.402 21.026 8.482 0.218
H 21.683 17.113 9.963 0.433
H 22.652 18.455 9.492 0.542
H 22.669 16.464 7.698 0.422
H 22.038 17.924 6.945 0.319
H 20.984 16.662 7.584 0.302
H 19.250 18.187 7.915 0.492
H 18.593 19.214 9.125 0.604
H 19.564 16.276 9.618 0.695
H 17.834 16.671 9.362 0.021
H 19.855 15.918 12.286 0.271
H 18.368 15.257 11.669 -0.031
H 18.433 16.524 12.954 -0.159
C 10.688 17.398 9.060 -1.493
C 11.942 17.401 9.879 0.671
N 13.231 17.699 9.088 0.811
C 13.406 16.802 7.844 -1.168
C 13.085 19.126 8.582 -0.008
C 14.387 19.604 7.752 -1.421
C 14.425 17.581 10.100 0.530
C 14.916 16.119 10.395 0.469
O 15.536 15.455 9.232 -0.464
C 16.035 14.186 9.494 -0.682
H 10.602 16.476 8.485 0.420
H 10.457 18.323 8.531 0.279
H 9.905 17.273 9.807 0.349
H 12.133 16.460 10.395 0.182
H 11.993 18.261 10.547 -0.454
H 14.404 17.012 7.458 0.424
H 12.581 16.882 7.136 0.361
H 13.270 15.814 8.282 0.413
H 13.065 19.797 9.441 -0.086
H 12.251 19.085 7.881 0.614
H 14.371 19.279 6.712 0.438
H 15.334 19.345 8.226 0.229
H 14.404 20.692 7.681 0.408
H 14.005 18.026 11.002 -0.487
H 15.264 18.184 9.752 -0.055
H 14.090 15.511 10.765 0.178
H 15.732 16.121 11.118 -0.174
H 16.764 14.108 10.300 0.059
H 16.552 13.894 8.580 0.381
H 15.314 13.389 9.676 0.377
C 16.905 26.646 8.962 -1.247
C 17.974 25.693 9.571 -0.197
N 19.242 26.387 10.151 0.450
C 19.974 27.044 8.977 -1.244
C 18.891 27.471 11.205 -0.234
C 20.066 28.437 11.594 -1.313
C 20.073 25.349 10.888 -0.671
C 20.555 24.178 10.001 -0.143
O 21.485 24.623 9.063 -0.361
C 22.257 23.609 8.487 -0.619
H 16.264 26.018 8.344 0.393
H 17.235 27.437 8.288 0.360
H 16.261 27.090 9.720 0.207
H 18.414 25.022 8.833 0.309
H 17.456 25.098 10.323 0.204
H 20.981 27.199 9.364 0.472
H 19.458 27.977 8.749 0.462
H 19.956 26.388 8.107 0.294
H 18.505 26.946 12.079 0.410
H 18.137 28.122 10.762 0.328
H 21.014 27.981 11.879 0.348
H 19.872 29.078 12.454 0.399
H 20.380 29.059 10.755 0.367
H 19.405 24.969 11.661 0.112
H 20.889 25.919 11.331 0.467
H 19.767 23.678 9.439 0.252
H 20.999 23.426 10.654 0.293
H 21.591 22.892 8.007 0.203
H 22.903 23.177 9.253 0.264
H 22.942 24.068 7.775 0.373
C 15.593 15.690 14.032 0.732
O 15.479 14.249 14.087 -0.337
C 14.450 13.652 13.382 0.715
C 14.596 12.087 13.278 -1.235
N 14.707 11.458 14.680 -0.136
H 13.978 11.786 15.297 0.400
H 14.429 10.487 14.695 0.408
C 16.035 11.599 15.462 -0.483
C 17.143 10.677 14.930 -0.582
O 17.339 10.914 13.540 -0.364
C 18.031 12.135 13.152 -0.624
H 14.649 16.086 13.658 -0.705
H 16.362 16.150 13.412 -0.769
H 15.607 16.057 15.058 0.778
H 14.559 14.053 12.374 -0.417
H 13.474 13.817 13.838 0.372
H 15.377 11.690 12.630 0.295
H 13.645 11.756 12.861 0.578
H 15.725 11.292 16.461 0.584
H 16.295 12.655 15.531 0.103
H 16.681 9.693 14.999 0.329
H 18.008 10.607 15.589 0.403
H 19.059 12.118 13.516 0.520
H 17.572 13.096 13.383 0.101
H 18.067 12.151 12.063 0.277
C 8.987 20.332 10.635 -0.853
O 10.328 20.844 10.612 -0.203
C 10.634 21.715 11.805 -0.527
C 11.933 22.391 11.452 0.339
N 11.829 23.038 10.096 -0.147
H 11.377 22.399 9.458 0.484
H 11.198 23.826 10.125 0.481
C 13.147 23.622 9.525 -0.269
C 13.340 25.003 10.111 -0.733
O 13.945 24.871 11.368 -0.111
C 14.444 26.086 11.879 -0.566
H 8.797 19.587 9.861 0.219
H 8.239 21.120 10.545 0.379
H 8.937 19.819 11.595 0.278
H 10.751 21.040 12.653 0.082
H 9.874 22.458 12.046 0.609
H 12.720 21.637 11.477 -0.705
H 12.102 23.173 12.192 0.439
H 13.043 23.731 8.445 0.490
H 13.870 22.847 9.779 0.055
H 12.496 25.694 10.110 0.436
H 14.030 25.549 9.468 0.283
H 15.202 26.526 11.231 -0.017
H 15.019 25.813 12.765 0.273
H 13.594 26.712 12.149 0.350
Cl 18.771 24.990 14.835 -0.748
Cl 13.376 22.564 14.934 -0.627
Cl 16.832 19.362 15.729 -0.648
```

(2)
Density functional theory data (the ωB97M-V functional and the def2-TZVPD basis) for a cluster of 2 separate species, C6H13O in total.

Output
**Highest occupied orbital energy**: -2.583 eV
**Total charge**: -1
**Energy above the lowest of the compared OMol25 structures with the same formula, charge and spin**: 43.2 kJ/mol
**Electronic energy**: -311.6156 hartree

The geometry in XYZ format:
```
20
Properties=species:S:1:pos:R:3:mulliken_charge:R:1
C 1.630 -0.568 -1.150 -1.142
C 1.613 -0.206 0.304 0.922
C 1.694 -1.095 1.291 -0.935
C 1.393 1.260 0.565 -1.092
H 0.655 -0.256 -1.569 0.281
H 1.742 -1.647 -1.270 0.297
H 2.445 -0.066 -1.670 0.287
H 1.617 -0.758 2.318 0.257
H 1.796 -2.159 1.095 0.261
H 1.328 1.475 1.627 0.301
H 0.485 1.508 -0.013 0.248
H 2.217 1.821 0.105 0.312
C -2.260 0.287 -0.945 -0.447
O -1.076 0.873 -1.216 -0.866
C -2.407 -0.125 0.527 -0.966
H -2.446 -0.637 -1.559 0.222
H -3.143 0.943 -1.183 0.247
H -3.330 -0.683 0.738 0.411
H -2.401 0.761 1.162 0.223
H -1.550 -0.726 0.842 0.180
```

Number 1: LUMO level -9.26 eV, orbital gap 5.160 eV, largest force on an atom 0.064 hartree/bohr. Number 2: LUMO level 4.07 eV, orbital gap 6.652 eV, largest force on an atom 0.017 hartree/bohr.